{
  "formula": "C5H10O2",
  "method": "wB97M-V/def2-TZVPD",
  "smiles": "CCO[C@@H](C)C=O",
  "homo_energy_ev": -9.602,
  "largest_force_ha_per_bohr": 0.042,
  "de_lowest_kcal_mol": 51.3,
  "molar_mass_g_mol": 102.1,
  "total_energy_ev": -9440.8175,
  "lumo_ha": 0.0377,
  "species": ["C", "C", "O", "C", "C", "C", "O", "H", "H", "H", "H", "H", "H", "H", "H", "H", "H"],
  "xyz": [[1.724, -0.869, -0.496], [1.275, -0.469, 0.914], [0.406, 0.646, 0.903], [-0.837, 0.266, 0.371], [-1.703, 1.509, 0.292], [-0.738, -0.288, -1.046], [-1.328, -1.297, -1.398], [2.419, -1.691, -0.364], [0.928, -1.485, -1.063], [2.245, -0.106, -1.104], [0.825, -1.370, 1.377], [2.105, -0.180, 1.565], [-1.305, -0.522, 0.985], [-2.686, 1.243, -0.105], [-1.813, 1.925, 1.296], [-1.251, 2.272, -0.355], [-0.266, 0.415, -1.772]],
  "lowdin_charge": [-0.085, -0.247, -0.110, -0.395, -0.025, -0.270, 0.041, 0.072, 0.095, 0.096, 0.130, 0.122, 0.158, 0.092, 0.089, 0.092, 0.146]
}